{
  "formula": "C20H28N2O2",
  "method": "wB97M-V/def2-TZVPD",
  "species": ["H", "H", "C", "H", "H", "H", "C", "C", "N", "C", "H", "C", "C", "C", "C", "H", "H", "H", "C", "H", "H", "C", "C", "C", "H", "N", "H", "C", "H", "C", "O", "H", "H", "C", "C", "H", "H", "H", "H", "H", "H", "H", "C", "C", "H", "H", "H", "H", "H", "O", "C", "C"],
  "coordinates": [[5.504, -0.401, 1.263], [-1.981, 3.581, -0.468], [-1.690, -0.200, 0.479], [8.241, 0.132, 1.094], [3.101, -0.915, 0.638], [-5.653, -1.097, -1.934], [-6.579, 0.835, -0.151], [-5.098, 0.902, -0.045], [1.781, 0.417, -0.164], [-4.275, -0.138, 0.274], [-6.882, 0.871, -1.202], [3.140, -0.039, -0.014], [-4.771, -1.508, 0.594], [5.481, 0.545, 0.709], [-6.206, -1.678, 0.077], [3.545, -0.329, -0.988], [-4.722, 2.934, -0.530], [7.390, -0.257, -1.822], [-2.939, 0.362, 0.244], [6.082, 1.286, 1.258], [-1.581, -1.235, 0.763], [-0.559, 0.589, 0.340], [-0.672, 1.947, 0.003], [0.761, -0.051, 0.598], [-8.102, -0.648, 0.222], [-4.351, 2.033, -0.282], [8.422, 1.340, -0.187], [-1.900, 2.532, -0.221], [-5.747, -2.836, -1.686], [-6.212, -1.885, -1.436], [5.983, 0.380, -0.602], [0.214, 2.563, -0.048], [3.674, 1.296, 1.596], [-3.030, 1.734, -0.111], [7.039, -1.832, -0.403], [1.607, 1.155, -0.826], [-4.118, -2.260, 0.147], [-7.042, 1.690, 0.350], [-4.747, -1.660, 1.679], [6.140, -2.229, -0.869], [-7.006, -0.370, 1.578], [-6.642, -2.569, 0.545], [7.192, -0.346, -0.746], [-7.059, -0.471, 0.492], [4.023, 1.928, -0.026], [6.974, -1.985, 0.672], [9.290, -0.197, -0.286], [7.899, -2.381, -0.774], [-7.230, -1.892, -1.819], [0.910, -0.953, 1.403], [4.040, 1.035, 0.602], [8.361, 0.274, 0.022]],
  "e_homo_ev": -7.8,
  "de_lowest_kj_mol": 63.2,
  "total_energy_ha": -1038.9423,
  "spin_multiplicity": 1,
  "smiles": "CC(C)OCCCNC(=O)c1ccc2[nH]c3c(c2c1)C[C@H](C)CC3",
  "charge": 0
}


{
  "formula": "C39H72N8PS",
  "method": "wB97M-V/def2-TZVPD",
  "species": ["H", "H", "C", "H", "C", "S", "H", "H", "H", "C", "C", "N", "C", "C", "C", "N", "H", "N", "H", "H", "H", "H", "C", "H", "C", "C", "H", "N", "H", "H", "C", "C", "C", "H", "C", "H", "H", "C", "H", "H", "H", "H", "C", "H", "C", "N", "C", "H", "N", "C", "H", "H", "H", "C", "H", "H", "C", "H", "C", "C", "H", "H", "H", "H", "H", "H", "H", "C", "H", "H", "H", "H", "H", "C", "C", "H", "N", "H", "C", "H", "C", "H", "H", "H", "C", "C", "H", "C", "H", "H", "H", "C", "H", "H", "H", "H", "H", "H", "H", "H", "N", "C", "H", "H", "C", "H", "H", "H", "C", "C", "P", "H", "H", "H", "C", "C", "H", "H", "H", "H", "C"],
  "coordinates": [[0.198, -3.245, -8.396], [-0.218, 2.760, -0.079], [-2.948, 5.803, -4.430], [3.922, -2.216, 1.642], [7.299, -0.787, 8.273], [0.271, 0.108, 3.595], [-7.272, -0.901, -3.869], [-0.826, -3.109, 2.081], [-5.141, -1.807, -2.894], [-1.256, 4.986, -2.814], [0.388, -3.240, -7.320], [-0.903, 5.123, 2.420], [-1.671, -4.811, 1.009], [-0.423, -0.648, -3.009], [-0.538, 1.643, 2.939], [-5.337, -4.164, -6.278], [0.453, -1.118, 0.029], [7.633, -0.035, 4.634], [-7.054, -3.389, -3.720], [-3.509, 2.406, 0.631], [4.752, -0.253, 5.953], [6.294, -2.087, -0.293], [-1.985, -1.685, -6.370], [8.168, -0.507, 7.672], [1.561, 7.635, 3.641], [-2.104, -3.107, -6.807], [0.584, -2.210, -7.010], [1.053, -5.368, 3.102], [-3.802, 7.177, -2.980], [-2.530, -3.436, 2.450], [-0.547, 1.683, -0.153], [4.628, -4.067, 0.779], [-3.052, 7.177, -3.776], [-0.901, -4.890, -6.848], [-4.147, 0.355, 0.954], [-1.486, -0.800, -3.383], [1.487, -2.178, -0.709], [3.600, -4.101, -0.302], [0.179, 2.492, 2.720], [-2.200, 5.845, -5.227], [-2.053, -5.977, 2.799], [-0.347, 1.559, -3.474], [-4.683, -0.744, 0.848], [-6.543, -0.917, -5.470], [1.093, 6.729, 4.776], [2.803, -4.127, -1.140], [0.026, -5.603, 2.625], [-1.449, -0.336, 1.302], [-1.891, -0.584, -6.028], [-5.166, -1.318, -3.873], [-2.534, 3.733, -3.948], [5.583, -2.623, 2.056], [-3.338, 4.625, -2.648], [-6.069, -3.602, -5.583], [5.184, -0.442, 8.380], [-2.156, 0.587, -1.398], [-6.552, -1.427, -4.502], [0.155, -2.676, -2.359], [0.920, 5.271, 4.340], [-3.286, 1.606, 1.397], [2.063, -0.362, 5.148], [3.071, 1.221, 2.594], [-3.341, 7.927, -4.515], [7.476, -0.423, 9.286], [2.513, 7.289, 3.230], [-0.554, -3.833, -5.485], [1.875, 1.435, 5.037], [-7.013, -2.876, -4.684], [1.698, 8.656, 4.004], [6.101, 0.899, 7.703], [-1.247, -6.874, 1.507], [4.283, -4.681, 1.615], [3.074, -0.604, 2.936], [1.878, 0.491, 4.412], [-1.779, -3.434, 1.655], [5.557, -4.500, 0.402], [-0.229, 5.211, -2.334], [0.837, 0.985, -2.233], [4.854, -2.626, 1.241], [0.148, 7.113, 5.170], [-0.106, 5.180, 3.259], [7.243, -1.879, 8.309], [-2.626, -5.061, 0.541], [-1.172, -1.932, -1.301], [-0.234, 0.864, -2.577], [5.355, -1.715, 0.125], [-0.923, -4.771, 0.211], [-0.193, -1.717, -1.848], [-4.400, -1.773, -4.505], [-1.796, 2.307, -1.871], [-3.904, 5.559, -4.899], [5.687, -0.697, 6.304], [-1.354, 1.973, 3.663], [1.866, 4.866, 3.971], [-8.012, -2.900, -5.124], [0.830, 7.675, 2.830], [5.529, -0.707, 0.507], [-4.892, -0.270, -3.736], [4.100, 0.476, 3.976], [-2.914, -3.583, -6.250], [0.877, -1.364, -0.870], [6.012, -0.192, 7.712], [1.822, 6.773, 5.590], [0.598, 4.661, 5.188], [-1.319, 1.340, -1.508], [4.626, -1.633, -0.685], [-2.098, 7.494, -3.349], [5.568, -1.783, 6.304], [-1.301, -5.907, 2.010], [-0.786, -3.843, -6.555], [-1.481, 1.103, 1.377], [-2.073, -2.688, 0.911], [1.298, -3.813, -7.133], [0.406, 1.053, -0.155], [3.129, 0.434, 3.400], [-2.583, 4.697, -3.436], [-3.633, 1.879, 2.442], [-2.362, -3.133, -7.868], [-5.457, -1.551, 0.875], [0.311, -0.880, -3.845], [6.784, -0.325, 5.363]],
  "e_homo_ev": -11.4,
  "total_energy_ha": -2706.4047,
  "spin_multiplicity": 1,
  "charge": 1
}


{
  "formula": "C10H16Cl12N2OP2S2",
  "method": "wB97M-V/def2-TZVPD",
  "species": ["C", "Cl", "S", "Cl", "P", "O", "Cl", "H", "Cl", "Cl", "H", "C", "N", "C", "S", "H", "C", "H", "H", "Cl", "Cl", "C", "H", "Cl", "C", "H", "Cl", "Cl", "H", "H", "Cl", "C", "H", "Cl", "H", "H", "H", "H", "C", "H", "P", "C", "C", "H", "N"],
  "coordinates": [[0.725, -1.544, 2.573], [2.959, 6.935, -3.935], [-1.080, -6.061, 1.168], [-1.546, 7.713, -10.455], [-3.716, -5.618, 3.439], [1.178, -1.114, 1.373], [-1.648, 10.488, -9.605], [-4.692, -7.801, 3.742], [1.494, 6.969, -6.444], [4.560, 1.976, 0.666], [5.776, 0.120, -0.070], [-3.798, -7.443, 3.234], [0.141, 0.487, 2.422], [1.435, 6.544, -4.734], [1.097, -3.211, 2.910], [-4.829, -4.261, 1.693], [5.919, 1.190, -0.139], [-0.550, -2.800, 4.674], [-0.022, -5.736, 4.032], [5.982, 1.626, -1.850], [0.741, 5.185, -1.171], [-0.718, -4.905, 4.141], [-5.843, -5.622, 2.218], [1.254, 3.141, 0.832], [0.082, -3.621, 4.347], [-5.683, -4.223, 3.239], [7.439, 1.595, 0.659], [0.087, 7.360, -3.938], [0.912, 0.815, 0.527], [-0.920, -7.278, 1.732], [2.725, 3.127, -1.665], [0.741, 0.176, 1.370], [0.763, -3.809, 5.175], [-1.158, 8.388, -7.657], [-1.318, -5.091, 5.032], [1.277, 5.476, -4.654], [2.721, 4.768, 0.005], [-3.874, -7.780, 2.199], [1.960, 4.140, -0.442], [0.154, 9.000, -9.493], [-1.866, -4.800, 2.686], [-0.911, 8.909, -9.323], [-5.140, -4.858, 2.547], [-2.930, -7.894, 3.706], [0.122, -0.657, 3.233]],
  "e_homo_ev": -8.1,
  "total_energy_ha": -7576.7097,
  "spin_multiplicity": 1,
  "smiles": "CP(C)#P(S)CCSc1nnco1.ClC(Cl)Cl.ClC(Cl)Cl.ClC(Cl)Cl.ClC(Cl)Cl",
  "charge": 0
}